(1)
{
  "formula": "C5HF8I",
  "method": "wB97M-V/def2-TZVPD",
  "total_charge": 0,
  "orbital_gap_ha": 0.28213,
  "e_above_lowest_ev": 2.2332,
  "spin_multiplicity": 1,
  "symbols": ["C", "C", "C", "C", "C", "F", "F", "F", "F", "F", "F", "F", "F", "I", "H"],
  "coordinates": [[2.180, -0.899, -0.235], [2.182, -2.095, -0.769], [-0.257, -0.120, -0.185], [-1.013, -1.267, 0.402], [-0.485, 0.314, -1.592], [3.275, -2.812, -1.001], [1.115, -2.782, -1.106], [-0.245, -1.982, 1.244], [-1.511, -2.112, -0.494], [-2.049, -0.825, 1.142], [0.367, 1.297, -1.919], [-1.726, 0.816, -1.767], [-0.332, -0.653, -2.495], [3.499, 0.516, 0.302], [-0.091, 0.697, 0.507]],
  "forces_ev_per_angstrom": [[-3.05, 1.25, -0.11], [0.24, -0.43, -0.02], [3.09, -0.82, 0.08], [-0.04, -0.42, 0.55], [0.00, 0.23, -0.49], [-0.23, 0.26, 0.07], [0.21, 0.08, -0.01], [0.00, 0.09, 0.01], [-0.05, -0.02, -0.35], [-0.12, 0.26, -0.04], [0.14, 0.13, 0.15], [-0.11, -0.08, 0.22], [0.01, -0.24, 0.04], [-0.04, -0.22, -0.05], [-0.05, -0.06, -0.04]]
}

(2)
{
  "formula": "C4H8P2",
  "method": "wB97M-V/def2-TZVPD",
  "total_charge": 0,
  "orbital_gap_ha": [0.29944, 0.25359],
  "e_above_lowest_ev": 3.1064,
  "spin_multiplicity": 3,
  "symbols": ["C", "C", "C", "C", "P", "P", "H", "H", "H", "H", "H", "H", "H", "H"],
  "coordinates": [[2.168, 0.845, 0.582], [2.435, -0.638, 0.343], [-1.680, 0.065, -0.226], [-0.450, -0.227, 0.335], [-4.217, 0.178, -0.449], [1.145, 0.067, -0.722], [1.888, 1.125, 1.553], [2.953, 1.445, 0.100], [3.359, -1.071, 0.060], [2.251, -1.424, 1.158], [-3.849, -1.017, -1.008], [-1.539, 0.443, -1.250], [-0.496, -0.638, 1.328], [-3.970, 0.846, -1.804]],
  "forces_ev_per_angstrom": [[1.92, -1.02, -1.74], [-0.74, -1.66, 2.46], [6.93, -0.61, 0.72], [-3.06, 0.41, -1.64], [-1.46, 1.83, -1.71], [-1.56, -0.17, 1.07], [-0.72, 0.50, 0.90], [-0.36, 0.12, 0.53], [1.08, 0.59, -1.46], [-0.92, 1.61, -0.78], [0.22, -1.01, -0.32], [-1.57, 0.23, -0.21], [0.74, -0.14, 0.53], [-0.50, -0.68, 1.65]]
}

(3)
{
  "formula": "C10H19F4N2O5P2",
  "method": "wB97M-V/def2-TZVPD",
  "total_charge": 1,
  "orbital_gap_ha": 0.36046,
  "smiles": "COCCC[P@@](=[N+](C(C)=O)C(C)=O)(C(F)(F)C(F)F)P(=N)(O)O",
  "spin_multiplicity": 1,
  "symbols": ["C", "O", "C", "C", "C", "P", "N", "C", "C", "O", "C", "C", "O", "C", "F", "F", "C", "F", "F", "P", "N", "O", "O", "H", "H", "H", "H", "H", "H", "H", "H", "H", "H", "H", "H", "H", "H", "H", "H", "H", "H", "H"],
  "coordinates": [[-1.312, -3.138, 2.681], [-0.676, -3.448, 1.452], [-1.454, -3.372, 0.277], [-1.042, -2.178, -0.584], [-1.030, -0.899, 0.266], [-0.347, 0.643, -0.393], [1.320, 0.539, -0.281], [2.212, 1.734, -0.375], [2.439, 2.477, 0.902], [2.793, 1.901, -1.398], [1.879, -0.552, -1.126], [3.004, -1.282, -0.480], [1.367, -0.779, -2.175], [-0.999, 0.974, -2.155], [-2.174, 1.603, -1.943], [-1.261, -0.183, -2.773], [-0.086, 1.826, -3.058], [0.133, 2.996, -2.429], [-0.752, 2.047, -4.197], [-1.142, 2.318, 0.885], [-0.736, 3.657, 0.312], [-2.693, 1.981, 0.830], [-0.630, 1.771, 2.302], [-0.839, -2.265, 3.145], [-1.213, -3.986, 3.362], [-2.378, -2.932, 2.537], [-1.277, -4.282, -0.303], [-2.525, -3.337, 0.513], [-1.741, -2.081, -1.415], [-0.053, -2.380, -0.993], [-2.042, -0.682, 0.622], [-0.393, -1.059, 1.146], [3.258, 1.962, 1.417], [2.758, 3.491, 0.666], [1.591, 2.474, 1.574], [3.528, -1.879, -1.223], [3.687, -0.592, 0.017], [2.582, -1.928, 0.297], [0.862, 1.325, -3.266], [-0.281, 4.329, 0.918], [-2.994, 1.228, 1.354], [-1.231, 1.912, 3.050]],
  "forces_ev_per_angstrom": [[-0.11, -0.08, 0.02], [0.10, 0.08, -0.02], [-0.07, -0.03, 0.00], [0.01, -0.04, 0.07], [0.10, -0.12, -0.03], [0.11, 0.04, -0.09], [-0.13, 0.06, -0.18], [0.02, -0.13, 0.39], [0.10, 0.09, -0.14], [0.06, 0.02, -0.05], [0.09, 0.33, 0.37], [0.12, 0.04, -0.01], [-0.15, -0.30, -0.24], [0.11, 0.04, 0.15], [-0.16, 0.15, -0.07], [-0.08, -0.18, -0.05], [0.12, -0.20, 0.08], [0.06, 0.10, 0.07], [-0.10, 0.08, -0.13], [-0.02, 0.05, -0.10], [0.15, -0.35, 0.41], [0.10, 0.05, 0.09], [-0.17, -0.12, -0.07], [-0.02, -0.04, -0.03], [0.00, 0.06, -0.04], [0.07, -0.01, 0.05], [-0.06, 0.02, 0.03], [0.09, 0.05, 0.03], [0.10, -0.03, -0.02], [-0.09, 0.06, -0.03], [0.05, 0.04, -0.06], [-0.15, 0.00, 0.02], [-0.02, 0.04, -0.06], [-0.02, -0.05, 0.05], [-0.08, -0.03, -0.01], [-0.03, 0.02, 0.08], [-0.01, -0.03, -0.07], [0.00, 0.01, -0.09], [-0.06, 0.04, 0.01], [-0.09, 0.20, -0.26], [-0.07, 0.01, -0.06], [0.13, 0.06, 0.00]]
}

(4)
{
  "formula": "CH6NPS",
  "method": "wB97M-V/def2-TZVPD",
  "total_charge": 0,
  "orbital_gap_ha": 0.35739,
  "smiles": "NPCS",
  "e_above_lowest_ev": 2.1003,
  "spin_multiplicity": 1,
  "symbols": ["C", "N", "P", "S", "H", "H", "H", "H", "H", "H"],
  "coordinates": [[-0.703, -0.745, 0.121], [1.974, 0.434, -0.017], [0.862, -0.064, -1.150], [-2.367, 0.093, 0.833], [-1.176, -1.622, -0.132], [-0.183, -0.862, 1.137], [1.661, 0.882, 0.808], [2.712, -0.283, 0.084], [0.052, 1.065, -1.620], [-2.832, 1.102, -0.064]],
  "forces_ev_per_angstrom": [[1.27, 3.12, 1.74], [0.84, -0.59, -0.82], [-3.33, -1.12, 0.43], [0.78, 1.10, -1.47], [-0.30, -2.24, -1.06], [-0.56, -0.02, -1.56], [0.07, 0.37, 0.92], [-0.72, 1.01, 0.24], [0.95, -0.24, 0.75], [1.00, -1.41, 0.83]]
}

(5)
{
  "formula": "C5H7NO2",
  "method": "wB97M-V/def2-TZVPD",
  "total_charge": 0,
  "orbital_gap_ha": 0.39477,
  "e_above_lowest_ev": 2.8735,
  "spin_multiplicity": 1,
  "symbols": ["C", "C", "C", "C", "C", "H", "H", "H", "H", "H", "H", "H", "N", "O", "O"],
  "coordinates": [[-1.914, -0.235, -0.156], [-0.159, 0.680, 0.261], [1.206, 0.966, -0.276], [0.836, -1.415, 0.176], [-0.418, -0.739, -0.301], [-1.807, 1.879, 0.587], [-0.101, 0.578, 1.359], [1.348, 1.333, -1.330], [1.816, 1.648, 0.364], [1.161, -2.301, -0.338], [0.902, -1.654, 1.286], [-0.241, -0.797, -1.367], [-1.454, 1.131, -0.069], [-3.032, -0.709, -0.084], [1.858, -0.365, -0.111]],
  "forces_ev_per_angstrom": [[-2.11, -0.52, 1.29], [1.75, -1.19, 0.09], [2.01, 0.33, 0.10], [1.01, -0.08, 2.35], [-0.27, 1.35, -0.07], [-0.35, -1.48, -1.38], [0.43, -0.03, -0.26], [-0.69, -0.57, 0.84], [-0.50, -0.38, -0.38], [-0.06, -0.26, -0.49], [-0.34, 0.41, -1.19], [-0.30, 0.72, -0.61], [-1.46, 0.75, 0.20], [2.28, 0.88, -0.37], [-1.40, 0.08, -0.14]]
}

(6)
{
  "formula": "C42H52GeN3O2P2Ti",
  "method": "wB97M-V/def2-TZVPD",
  "total_charge": 1,
  "orbital_gap_ha": [0.25100, 0.25100],
  "e_above_lowest_ev": 0.4279,
  "spin_multiplicity": 1,
  "symbols": ["Ti", "C", "C", "C", "P", "C", "C", "C", "C", "C", "C", "C", "C", "C", "N", "C", "C", "C", "C", "C", "C", "P", "C", "C", "C", "C", "C", "C", "H", "H", "H", "H", "H", "H", "H", "H", "H", "H", "H", "H", "H", "H", "H", "H", "H", "H", "H", "H", "H", "H", "H", "H", "H", "H", "H", "H", "H", "H", "H", "H", "H", "H", "H", "H", "O", "N", "N", "O", "C", "C", "C", "C", "C", "C", "H", "H", "H", "H", "H", "Ge", "C", "C", "C", "C", "C", "C", "C", "C", "C", "C", "C", "C", "H", "H", "H", "H", "H", "H", "H", "H", "H", "H", "H"],
  "coordinates": [[-0.759, -0.091, -0.282], [-1.228, -3.920, -0.931], [-0.110, -3.600, -1.915], [0.998, -4.648, -1.819], [0.521, -1.874, -1.695], [1.061, -1.348, -3.386], [1.885, -0.064, -3.349], [1.743, -2.398, -4.265], [1.886, -1.903, -0.517], [3.197, -2.225, -0.868], [4.223, -2.142, 0.053], [3.929, -1.705, 1.339], [2.636, -1.380, 1.705], [1.574, -1.496, 0.798], [0.233, -1.140, 1.129], [-0.173, -1.283, 2.478], [0.370, -2.266, 3.315], [0.008, -2.360, 4.645], [-0.923, -1.486, 5.193], [-1.557, -0.588, 4.358], [-1.218, -0.491, 3.008], [-2.303, 0.192, 1.746], [-3.262, 1.750, 2.070], [-3.443, 2.125, 3.541], [-2.813, 2.953, 1.245], [-3.660, -1.081, 1.665], [-3.065, -2.486, 1.658], [-4.705, -0.978, 2.776], [-1.605, -4.928, -1.115], [-2.060, -3.223, -1.026], [-0.857, -3.890, 0.096], [-0.527, -3.594, -2.927], [1.420, -4.664, -0.812], [1.812, -4.478, -2.521], [0.580, -5.636, -2.021], [0.091, -1.120, -3.847], [2.885, -0.254, -2.958], [1.432, 0.711, -2.731], [1.989, 0.325, -4.364], [2.729, -2.666, -3.884], [1.888, -1.975, -5.261], [1.157, -3.308, -4.379], [3.413, -2.543, -1.880], [5.235, -2.400, -0.227], [4.723, -1.601, 2.069], [2.450, -1.005, 2.701], [1.090, -2.969, 2.918], [0.460, -3.126, 5.262], [-1.186, -1.541, 6.240], [-2.339, 0.043, 4.757], [-4.237, 1.450, 1.675], [-2.486, 2.356, 4.011], [-3.928, 1.341, 4.117], [-4.069, 3.017, 3.604], [-1.914, 3.413, 1.647], [-3.605, 3.704, 1.266], [-2.617, 2.695, 0.204], [-4.139, -0.883, 0.702], [-2.741, -2.768, 2.662], [-2.203, -2.564, 1.002], [-3.815, -3.207, 1.329], [-4.245, -1.101, 3.759], [-5.424, -1.790, 2.655], [-5.264, -0.045, 2.763], [-2.445, -0.456, -1.291], [-2.648, 0.100, -2.441], [-1.773, 0.969, -2.682], [-0.853, 1.225, -1.775], [-1.743, 1.684, -3.925], [-2.765, 1.497, -4.847], [-2.696, 2.185, -6.046], [-1.629, 3.034, -6.309], [-0.623, 3.204, -5.370], [-0.670, 2.527, -4.161], [-3.589, 0.834, -4.630], [-3.482, 2.058, -6.778], [-1.585, 3.567, -7.249], [0.206, 3.867, -5.576], [0.107, 2.645, -3.418], [0.642, 2.020, 0.597], [2.181, 2.210, -0.606], [3.302, 1.381, -0.561], [4.372, 1.577, -1.424], [4.328, 2.592, -2.369], [3.214, 3.419, -2.436], [2.155, 3.231, -1.559], [1.250, 2.065, 2.459], [0.363, 2.457, 3.460], [0.740, 2.477, 4.795], [2.027, 2.103, 5.155], [2.931, 1.732, 4.171], [2.545, 1.714, 2.836], [-0.173, 3.304, 0.351], [3.350, 0.562, 0.148], [5.237, 0.928, -1.361], [5.159, 2.744, -3.046], [3.179, 4.222, -3.163], [1.304, 3.902, -1.606], [-0.641, 2.769, 3.201], [0.033, 2.792, 5.553], [2.329, 2.117, 6.195], [3.946, 1.464, 4.440], [3.278, 1.442, 2.087]],
  "forces_ev_per_angstrom": [[0.43, 0.03, 0.40], [0.01, -0.02, -0.01], [0.05, -0.01, 0.02], [-0.01, 0.01, 0.02], [-0.15, 0.14, 0.07], [0.03, -0.02, 0.00], [0.01, -0.01, 0.01], [0.01, 0.00, 0.02], [0.01, -0.01, 0.01], [-0.03, 0.01, 0.00], [0.02, 0.01, 0.01], [0.00, -0.01, 0.00], [-0.05, 0.03, 0.05], [0.06, 0.00, -0.11], [-0.07, 0.01, -0.18], [-0.12, 0.01, 0.11], [0.05, 0.02, -0.04], [0.01, 0.00, 0.02], [-0.01, -0.01, 0.00], [0.00, 0.00, -0.03], [0.03, -0.05, -0.03], [-0.05, -0.05, -0.13], [0.00, -0.02, 0.05], [0.05, 0.02, -0.01], [-0.02, 0.00, 0.02], [0.00, -0.01, 0.05], [-0.01, 0.01, 0.01], [0.03, 0.03, 0.01], [0.00, 0.01, 0.00], [-0.01, 0.00, 0.00], [0.01, 0.00, -0.01], [0.00, -0.01, -0.01], [0.00, -0.01, -0.01], [0.02, 0.01, -0.01], [0.00, 0.01, -0.01], [-0.02, 0.01, -0.01], [-0.01, 0.01, 0.00], [0.02, -0.01, 0.00], [0.00, 0.00, 0.01], [-0.01, -0.01, -0.01], [0.00, 0.00, 0.01], [-0.01, -0.01, 0.00], [0.01, 0.00, 0.02], [-0.01, 0.00, 0.01], [-0.01, 0.00, 0.00], [-0.02, -0.04, 0.00], [0.03, 0.03, -0.01], [0.00, 0.01, 0.00], [0.00, 0.00, 0.00], [-0.01, 0.00, 0.00], [-0.02, -0.02, -0.01], [-0.06, -0.01, 0.02], [-0.02, -0.02, 0.01], [0.02, 0.00, 0.00], [0.00, 0.01, 0.01], [0.01, 0.00, 0.00], [0.00, 0.00, -0.01], [0.01, -0.01, -0.03], [0.00, 0.01, 0.00], [0.00, -0.01, -0.01], [0.00, 0.01, -0.01], [0.00, 0.00, 0.00], [0.00, 0.00, -0.01], [0.00, 0.01, 0.01], [-0.29, -0.05, 0.08], [-0.10, -0.15, 0.10], [0.16, -0.01, 0.06], [0.13, 0.09, -0.18], [-0.03, 0.09, -0.13], [0.04, 0.07, -0.03], [-0.02, -0.05, 0.03], [0.02, 0.03, -0.02], [0.02, 0.02, -0.03], [-0.04, -0.01, -0.01], [0.00, 0.00, 0.00], [0.00, 0.00, 0.01], [0.00, 0.00, 0.01], [0.00, -0.01, 0.01], [-0.01, 0.00, -0.01], [-0.07, -0.06, -0.10], [-0.05, -0.06, -0.01], [0.00, -0.03, 0.01], [-0.01, 0.00, -0.02], [-0.01, 0.01, 0.01], [0.02, -0.02, -0.01], [-0.02, 0.02, -0.01], [-0.07, -0.06, 0.00], [0.04, -0.01, 0.03], [0.00, 0.00, -0.02], [0.00, 0.00, -0.01], [0.00, 0.00, 0.03], [0.05, 0.03, -0.03], [0.09, 0.01, -0.02], [-0.01, 0.04, -0.04], [0.00, 0.01, -0.01], [0.00, 0.00, 0.01], [0.00, -0.01, 0.01], [0.00, -0.01, 0.01], [0.02, -0.01, -0.02], [0.01, -0.01, 0.00], [0.00, 0.00, -0.01], [-0.01, 0.00, 0.00], [-0.03, 0.02, 0.03]]
}

(7)
{
  "formula": "C20H21Cl2N3O3S",
  "method": "wB97M-V/def2-TZVPD",
  "total_charge": 0,
  "orbital_gap_ha": 0.31001,
  "smiles": "CCCC(=O)Nc1cccc(NC(=S)NC(=O)[C@H](C)Oc2ccc(Cl)cc2Cl)c1",
  "e_above_lowest_ev": 0.1413,
  "spin_multiplicity": 1,
  "symbols": ["C", "C", "C", "C", "O", "N", "C", "C", "C", "C", "C", "C", "H", "N", "C", "S", "N", "C", "O", "C", "C", "H", "H", "H", "O", "C", "C", "C", "C", "C", "C", "Cl", "H", "Cl", "H", "H", "H", "H", "H", "H", "H", "H", "H", "H", "H", "H", "H", "H", "H", "H"],
  "coordinates": [[3.339, 2.173, -5.684], [3.513, 1.288, -4.456], [4.389, 1.966, -3.396], [4.553, 1.061, -2.188], [5.556, 0.423, -1.970], [3.432, 1.035, -1.408], [3.162, 0.266, -0.275], [4.090, -0.597, 0.298], [3.731, -1.334, 1.413], [2.469, -1.225, 1.964], [1.538, -0.354, 1.395], [1.889, 0.389, 0.279], [1.177, 1.061, -0.169], [0.281, -0.305, 1.998], [-0.807, 0.415, 1.721], [-1.025, 1.608, 0.603], [-1.945, 0.108, 2.476], [-2.159, -0.980, 3.275], [-1.271, -1.685, 3.703], [-3.652, -1.265, 3.497], [-3.865, -2.242, 4.640], [-4.913, -2.518, 4.695], [-3.270, -3.133, 4.463], [-3.554, -1.787, 5.576], [-4.135, -1.884, 2.304], [-4.171, -1.109, 1.171], [-5.105, -0.090, 1.012], [-5.143, 0.663, -0.147], [-4.237, 0.398, -1.163], [-3.299, -0.615, -1.033], [-3.266, -1.359, 0.133], [-2.076, -2.589, 0.336], [-2.589, -0.811, -1.820], [-4.268, 1.337, -2.602], [-5.869, 1.452, -0.262], [-5.811, 0.102, 1.806], [-4.186, -0.319, 3.679], [-2.740, 0.677, 2.206], [0.142, -0.997, 2.742], [2.195, -1.810, 2.829], [4.449, -2.007, 1.856], [5.073, -0.688, -0.132], [2.661, 1.622, -1.699], [5.379, 2.156, -3.813], [3.945, 2.918, -3.098], [2.531, 1.058, -4.035], [3.977, 0.344, -4.747], [2.721, 1.675, -6.426], [4.304, 2.396, -6.133], [2.862, 3.113, -5.415]],
  "forces_ev_per_angstrom": [[-0.04, -0.20, 0.14], [0.05, 0.24, -0.08], [0.02, -0.29, -0.08], [-0.06, 0.47, -0.29], [0.23, -0.21, 0.04], [-0.41, 0.24, 0.01], [0.11, -0.44, 0.45], [0.21, 0.05, -0.18], [-0.23, 0.06, 0.04], [-0.07, 0.02, 0.02], [0.56, 0.16, -0.45], [0.02, 0.02, -0.07], [-0.01, 0.00, 0.01], [-0.54, -0.42, 0.68], [-0.01, 0.17, -0.11], [-0.04, 0.42, -0.30], [0.15, 0.03, 0.19], [-0.23, 0.12, 0.09], [0.07, -0.22, 0.15], [0.12, -0.13, 0.42], [0.05, 0.22, -0.40], [-0.10, 0.03, 0.02], [0.05, -0.04, 0.03], [0.03, 0.01, 0.10], [-0.21, -0.02, -0.14], [0.02, 0.07, -0.38], [0.16, -0.29, 0.16], [0.15, 0.03, -0.17], [-0.03, -0.28, 0.37], [-0.14, 0.06, 0.07], [-0.35, 0.04, 0.20], [0.10, -0.06, -0.06], [0.07, -0.01, -0.06], [0.01, 0.19, -0.28], [-0.06, 0.07, -0.03], [-0.08, 0.00, 0.09], [0.06, -0.13, -0.08], [0.19, -0.13, -0.01], [-0.05, 0.22, -0.18], [-0.03, -0.07, 0.11], [0.06, -0.06, 0.04], [0.02, 0.00, -0.01], [0.21, -0.08, -0.02], [-0.02, 0.02, 0.11], [0.00, 0.06, 0.00], [0.02, -0.08, 0.00], [-0.05, -0.05, 0.06], [-0.05, 0.03, -0.12], [0.09, 0.06, -0.09], [-0.04, 0.12, -0.02]]
}

Number 1: M 340.0 Da. Number 2: M 118.1 Da. Number 3: M 385.2 Da. Number 4: M 95.1 Da. Number 5: M 113.1 Da. Number 6: M 813.3 Da. Number 7: M 454.4 Da.